Record 1
ORCA calculation (ωB97M-V with the def2-TZVPD basis set) on 13 unconnected molecules or ions with the total composition C52H118O32 at a distorted geometry.

LUMO energy (eV): 0.52
Orbital gap (eV): 9.61

Atoms and positions in Å:
C: 5.1022 3.7662 -2.2706
O: 4.6179 2.5214 -1.7444
C: 3.2389 2.4112 -2.0923
C: 3.0185 1.5622 -3.2851
O: 3.4891 2.2894 -4.4593
C: 3.7101 1.3417 -5.5019
H: 5.9893 4.0799 -1.6001
H: 4.3788 4.5930 -2.1585
H: 5.4519 3.7375 -3.3025
H: 2.7849 3.4360 -2.1963
H: 2.6363 1.9247 -1.3094
H: 1.9805 1.3208 -3.4667
H: 3.5761 0.6168 -3.2266
H: 4.0914 0.4171 -5.1700
H: 4.4927 1.7267 -6.1903
H: 2.7757 1.1035 -6.0916
C: -2.7704 -0.5666 3.6197
O: -4.1634 -0.3421 3.4884
C: -4.7445 -1.2371 2.6090
C: -4.4057 -1.0323 1.0982
O: -5.0937 0.0804 0.5033
C: -6.3973 -0.2753 0.0786
H: -2.2452 -0.1871 2.7430
H: -2.4559 -1.5991 3.5859
H: -2.4819 0.0350 4.4773
H: -5.8500 -1.0534 2.6932
H: -4.4969 -2.2953 2.9093
H: -4.6518 -2.0670 0.5720
H: -3.3320 -0.9159 0.8931
H: -6.3823 -1.1528 -0.5157
H: -6.8471 0.6092 -0.4440
H: -7.1089 -0.5511 0.9378
C: -0.1087 -2.1290 -1.9985
O: 0.6898 -3.1671 -2.4773
C: 0.6614 -4.3459 -1.7252
C: 1.5319 -4.1436 -0.4555
O: 2.8678 -3.7082 -0.7782
C: 3.5433 -4.6162 -1.5792
H: -1.1152 -2.3543 -2.2659
H: 0.0958 -1.1891 -2.5777
H: -0.1759 -1.9219 -0.9132
H: 1.0453 -5.1840 -2.2734
H: -0.3315 -4.5178 -1.3030
H: 1.5578 -5.0485 0.2251
H: 1.1508 -3.3597 0.2116
H: 3.3756 -4.4356 -2.6432
H: 3.3108 -5.6356 -1.3416
H: 4.6019 -4.5378 -1.4119
C: -4.6713 -1.3006 -3.7986
O: -3.7444 -2.3239 -3.7853
C: -4.2842 -3.5233 -4.3925
C: -3.3420 -4.6618 -3.9877
O: -2.0713 -4.3991 -4.4248
C: -1.2705 -5.5735 -4.3510
H: -5.0267 -0.9532 -4.7449
H: -4.1521 -0.4834 -3.3313
H: -5.5561 -1.5102 -3.1653
H: -4.2622 -3.4026 -5.4860
H: -5.3687 -3.5753 -4.1020
H: -3.7757 -5.5902 -4.4717
H: -3.2794 -4.7629 -2.9005
H: -0.2868 -5.2850 -4.6559
H: -1.5769 -6.2650 -5.1106
H: -1.3706 -6.0925 -3.3483
C: 6.5928 1.5610 1.7658
O: 6.4791 0.2994 1.1985
C: 6.8559 0.2974 -0.2051
C: 6.7881 -1.1456 -0.5826
O: 5.4581 -1.6831 -0.7083
C: 4.5838 -0.8594 -1.4612
H: 6.3341 1.4662 2.8460
H: 6.0806 2.3970 1.2446
H: 7.6749 1.9571 1.9906
H: 7.9221 0.5756 -0.3980
H: 6.2873 0.9618 -0.8260
H: 7.2681 -1.7832 0.1696
H: 7.3071 -1.2014 -1.5617
H: 4.7921 -0.6442 -2.5337
H: 4.3990 0.1277 -1.0385
H: 3.6944 -1.4552 -1.3731
C: -2.1645 -4.1554 5.0769
O: -1.6646 -4.3498 3.7224
C: -2.6317 -4.9950 2.9175
C: -1.8658 -5.3417 1.6755
O: -1.2927 -4.1993 1.1629
C: -2.1990 -3.2429 0.7388
H: -1.3794 -4.3395 5.8386
H: -2.8945 -4.9392 5.2794
H: -2.7155 -3.2390 5.1618
H: -3.4744 -4.3038 2.6219
H: -3.0587 -5.8659 3.4435
H: -2.4891 -5.8852 0.9387
H: -1.0910 -6.0360 2.0676
H: -2.7346 -2.7542 1.5481
H: -2.9535 -3.5449 0.0143
H: -1.6290 -2.4475 0.2320
C: 2.6188 6.9820 -3.1558
O: 1.7310 6.0310 -2.6417
C: 1.3734 6.2468 -1.2911
C: 0.4991 5.0158 -0.9725
O: -0.2736 5.2455 0.2283
C: 0.6011 4.7262 1.3645
H: 2.1041 7.9356 -3.2128
H: 2.8775 6.5592 -4.1444
H: 3.5512 7.0052 -2.5283
H: 0.7257 7.1476 -1.2157
H: 2.2153 6.4225 -0.6160
H: 1.0480 4.1281 -0.8594
H: -0.1907 4.9573 -1.8384
H: 1.0560 5.5700 1.7929
H: 1.3685 4.0405 1.0623
H: -0.0380 4.2851 2.0987
C: 1.1109 -2.7396 5.5732
C: 2.4606 -2.2920 6.1571
O: 2.8613 -1.0803 5.3760
C: 2.3179 0.0578 5.6517
O: 1.6144 0.3233 6.5795
O: 2.7131 0.9831 4.7439
C: 2.0832 2.3108 4.7360
H: 0.7348 -3.5123 6.2442
H: 1.3074 -3.2426 4.6307
H: 0.4007 -1.9822 5.4864
H: 3.2486 -3.0545 5.9646
H: 2.5754 -2.0379 7.2015
H: 2.4121 2.9046 5.5737
H: 1.0014 2.2041 4.9311
H: 2.3583 2.7303 3.6960
C: -0.5190 2.7412 7.3531
C: -1.2198 3.5674 6.3027
O: -1.0969 2.8295 5.0470
C: -1.8824 3.3294 4.1211
O: -2.6636 4.2356 4.2062
O: -1.7222 2.5936 3.0122
C: -2.4780 3.0794 1.9233
H: -0.9785 1.7485 7.4229
H: -0.5681 3.2176 8.3594
H: 0.4875 2.4731 7.1957
H: -0.9454 4.5775 6.1520
H: -2.2736 3.3737 6.5113
H: -2.7386 2.2316 1.2699
H: -1.9523 3.9159 1.4166
H: -3.4528 3.4875 2.2696
C: 5.7139 -2.2615 3.6008
C: 4.8823 -2.2427 2.3755
O: 3.6069 -2.8124 2.6722
C: 3.3628 -4.1063 2.4910
O: 3.9855 -4.8890 1.8412
O: 2.2252 -4.2271 3.1231
C: 1.6173 -5.5229 2.9454
H: 6.6916 -1.8055 3.4129
H: 5.9385 -3.2599 4.0290
H: 5.2454 -1.7152 4.3970
H: 5.2957 -2.7992 1.5060
H: 4.7001 -1.2176 1.9764
H: 0.9191 -5.3408 2.1915
H: 1.1110 -5.7379 3.8815
H: 2.3591 -6.2870 2.6301
C: -4.3134 4.5812 -0.6142
C: -5.7754 4.6510 -1.0240
O: -6.1004 3.4898 -1.8337
C: -6.0252 3.6376 -3.1604
O: -6.0801 4.6464 -3.8088
O: -5.8574 2.4198 -3.6131
C: -6.0185 2.2235 -5.0399
H: -4.2320 5.1456 0.2633
H: -3.6800 4.8926 -1.4657
H: -4.1656 3.5743 -0.3216
H: -6.0468 5.5577 -1.5952
H: -6.4586 4.5620 -0.1469
H: -6.9767 2.6718 -5.3708
H: -6.0943 1.0995 -5.1160
H: -5.1287 2.5691 -5.5397
C: 0.1415 -0.9609 -5.4673
C: -1.2071 -0.2274 -5.2938
O: -0.8988 1.1304 -4.9870
C: -1.9564 1.9622 -4.9149
O: -3.0769 1.6891 -5.1244
O: -1.5284 3.1349 -4.4418
C: -2.5884 4.1335 -4.2968
H: 0.0263 -1.9344 -5.0265
H: 0.9319 -0.4384 -4.9178
H: 0.4534 -1.1047 -6.4920
H: -1.7955 -0.6978 -4.5032
H: -1.7243 -0.2325 -6.2472
H: -3.2751 3.6601 -3.5781
H: -3.0129 4.3209 -5.2615
H: -2.2549 5.0690 -3.7497
C: 2.0376 -0.3685 1.0198
C: 0.8943 0.2278 1.7387
O: -0.2857 0.1947 0.9390
C: -0.3923 1.2095 0.1320
O: 0.3206 2.2067 0.0374
O: -1.5727 1.0647 -0.5020
C: -1.8997 1.9579 -1.5580
H: 2.8036 -0.6227 1.7433
H: 2.5035 0.2001 0.2151
H: 1.6813 -1.3008 0.5673
H: 1.0492 1.2966 2.0835
H: 0.6869 -0.2695 2.7000
H: -1.8251 2.9532 -1.1945
H: -2.9171 1.6894 -1.7782
H: -1.3336 1.7546 -2.4950

Results of the Löwdin charge analysis, in e, for atoms 1 through 99: C -0.0923; O -0.1840; C -0.2045; C -0.1757; O -0.1718; C -0.1130; H 0.1085; H 0.0703; H 0.0825; H 0.1245; H 0.1082; H 0.1191; H 0.0883; H 0.0552; H 0.0941; H 0.0974; C -0.0787; O -0.1563; C -0.2180; C -0.1946; O -0.1830; C -0.1166; H 0.0715; H 0.0665; H 0.0988; H 0.1311; H 0.1152; H 0.1464; H 0.0949; H 0.0526; H 0.1025; H 0.0997; C -0.0986; O -0.1609; C -0.1923; C -0.1661; O -0.1895; C -0.1252; H 0.0719; H 0.1034; H 0.0665; H 0.1101; H 0.1148; H 0.1283; H 0.1034; H 0.0938; H 0.0853; H 0.0844; C -0.1439; O -0.1986; C -0.1583; C -0.2555; O -0.1796; C -0.0931; H 0.0733; H 0.0794; H 0.0937; H 0.1281; H 0.1330; H 0.1411; H 0.1222; H 0.0827; H 0.0746; H 0.1102; C -0.1500; O -0.1868; C -0.1909; C -0.1842; O -0.1777; C -0.1066; H 0.0876; H 0.0888; H 0.1076; H 0.1395; H 0.0926; H 0.1328; H 0.1299; H 0.0927; H 0.0588; H 0.0785; C -0.0618; O -0.1850; C -0.2324; C -0.2248; O -0.1630; C -0.1165; H 0.0861; H 0.0749; H 0.0710; H 0.1179; H 0.1306; H 0.1384; H 0.1283; H 0.0416; H 0.0989; H 0.0840; C -0.1184; O -0.2220; C -0.2002

***

Record 2
ORCA calculation (ωB97M-V with the def2-TZVPD basis set) on 12 unconnected molecules or ions with the total composition C52H124Cl12N8O16 at a distorted geometry.

Total charge: -1
LUMO energy (spin up / spin down) (eV): 1.93 / 1.93
Multiplicity: 2
<S²>: 0.755
Orbital gap (spin up / spin down) (eV): 2.54 / 8.28

Atoms and positions in Å:
C: 4.0596 -4.9808 -1.6964
Cl: 5.4695 -5.9043 -1.0118
Cl: 2.8442 -6.1274 -2.4170
Cl: 4.7377 -3.8387 -2.8932
H: 3.5382 -4.4912 -0.8739
C: 3.0025 -5.3924 6.4038
Cl: 1.5518 -4.6356 7.0345
Cl: 3.3914 -4.8187 4.7111
Cl: 2.8178 -7.1437 6.4433
H: 3.8545 -5.1564 7.0414
C: 6.6518 -3.5045 1.1381
Cl: 6.0910 -2.1422 0.2151
Cl: 5.2556 -4.3545 2.0173
Cl: 7.7036 -2.8422 2.3906
H: 7.2367 -4.2118 0.5502
C: -2.0919 -5.3051 3.3678
Cl: -3.7576 -5.9671 3.4240
Cl: -1.9788 -3.5357 3.4546
Cl: -1.2399 -5.9984 1.9514
H: -1.5506 -5.6488 4.2493
C: -0.9270 3.9117 7.0177
O: -1.8829 3.1557 6.3434
C: -1.9976 1.8514 6.8269
C: -3.0172 1.0390 5.9531
N: -2.7512 1.2773 4.5110
C: -1.7009 0.3907 3.9589
C: -1.0184 0.8746 2.6504
O: -0.0559 1.8500 2.9622
C: 0.9795 1.8660 1.9726
H: -1.2475 4.1083 8.0408
H: -0.9306 4.9025 6.5634
H: 0.1134 3.6005 6.9243
H: -2.2828 2.0363 7.8626
H: -1.0480 1.3216 6.9023
H: -3.9670 1.5452 6.1249
H: -3.2287 0.0051 6.2259
H: -2.4880 2.2467 4.4057
H: -2.1327 -0.5993 3.8122
H: -0.9309 0.1453 4.6904
H: -1.6906 1.2645 1.8860
H: -0.4198 0.0212 2.3319
H: 1.4157 0.8940 1.7424
H: 1.7071 2.5375 2.4284
H: 0.6232 2.4867 1.1504
C: 2.1903 -3.2721 -5.2505
O: 0.9615 -2.8091 -5.8357
C: -0.1745 -3.6796 -5.7493
C: -1.4251 -2.9414 -6.2913
N: -1.3887 -2.6759 -7.7407
C: -2.4432 -1.7577 -8.1248
C: -2.4290 -1.4374 -9.5805
O: -3.6149 -0.7810 -9.9656
C: -3.5995 -0.3711 -11.3081
H: 2.6048 -4.0047 -5.9430
H: 1.9095 -3.7608 -4.3175
H: 2.8613 -2.4245 -5.1108
H: -0.3828 -3.8028 -4.6865
H: 0.0710 -4.6026 -6.2746
H: -1.5692 -2.0254 -5.7183
H: -2.3316 -3.5070 -6.0756
H: -0.5149 -2.2676 -8.0404
H: -2.2380 -0.8818 -7.5093
H: -3.4115 -2.1391 -7.8010
H: -2.4404 -2.3786 -10.1302
H: -1.5078 -0.9019 -9.8105
H: -4.4932 0.2066 -11.5444
H: -3.5747 -1.1743 -12.0445
H: -2.7472 0.2818 -11.4957
C: 4.8086 1.3636 10.2433
O: 5.0705 0.8916 8.9267
C: 6.3555 1.3077 8.3928
C: 6.5490 0.4012 7.1819
N: 5.5280 0.5604 6.1388
C: 5.8927 -0.3064 4.9863
C: 5.1262 -0.1566 3.6942
O: 5.4366 1.0741 3.0488
C: 4.7403 0.9954 1.7365
H: 4.8459 2.4507 10.1726
H: 5.5769 0.9620 10.9040
H: 3.8655 1.0755 10.7077
H: 7.0939 1.0365 9.1474
H: 6.3784 2.2986 7.9393
H: 6.5950 -0.6074 7.5928
H: 7.5444 0.5994 6.7844
H: 4.6658 0.1861 6.5083
H: 5.7042 -1.3292 5.3126
H: 6.9636 -0.1441 4.8645
H: 4.0590 -0.2825 3.8767
H: 5.3083 -1.0197 3.0539
H: 4.7509 -0.0189 1.3377
H: 5.3264 1.6292 1.0709
H: 3.7395 1.4274 1.7366
C: -2.4535 -3.1903 -1.4958
O: -3.4049 -3.0400 -2.5773
C: -4.2644 -1.9602 -2.3797
C: -5.6895 -2.3630 -3.0026
N: -6.6706 -1.3209 -2.8789
C: -7.9938 -1.7440 -3.2343
C: -8.6850 -2.6216 -2.1794
O: -10.0658 -2.8485 -2.5775
C: -10.5833 -3.7226 -1.6598
H: -1.5746 -2.5505 -1.5748
H: -2.0623 -4.2051 -1.4231
H: -2.9655 -3.0575 -0.5427
H: -3.8204 -1.1193 -2.9125
H: -4.3852 -1.8354 -1.3036
H: -5.9491 -3.2465 -2.4195
H: -5.4763 -2.7052 -4.0153
H: -6.2990 -0.5774 -3.4526
H: -8.1345 -2.2063 -4.2113
H: -8.5299 -0.7969 -3.2945
H: -8.6890 -2.1175 -1.2130
H: -8.1269 -3.5495 -2.0543
H: -10.0733 -4.6852 -1.6220
H: -11.6343 -3.8497 -1.9194
H: -10.4330 -3.3047 -0.6644
C: 5.1425 0.4106 -3.2336
O: 3.9624 0.9676 -3.9485
C: 4.1095 2.3193 -4.4533
C: 3.0256 2.7290 -5.4206
N: 1.8381 3.2247 -4.7792
C: 2.0463 4.5602 -4.2232
C: 0.9016 4.9872 -3.3568
O: 0.6261 4.1097 -2.1820
C: -0.2393 4.5372 -1.1599
H: 6.0625 0.7757 -3.6901
H: 5.2074 -0.6649 -3.3982
H: 5.0771 0.6739 -2.1779
H: 5.0525 2.2544 -4.9962
H: 4.2126 3.0059 -3.6131
H: 2.7974 1.8556 -6.0316
H: 3.3610 3.5287 -6.0810
H: 1.6498 2.5985 -4.0093
H: 2.2379 5.2607 -5.0360
H: 2.9273 4.6254 -3.5847
H: -0.0319 5.1553 -3.8938
H: 1.1922 5.8677 -2.7838
H: -0.0030 5.5842 -0.9698
H: -0.0873 3.9151 -0.2779
H: -1.2847 4.2964 -1.3528
C: 1.4254 -1.7019 3.4216
O: 0.7614 -2.3948 2.3782
C: 1.6041 -3.4644 1.8239
C: 1.1705 -3.7915 0.4667
N: 1.6107 -2.8175 -0.6243
C: 1.3517 -1.3775 -0.3927
C: 1.6350 -0.6381 -1.6604
O: 0.6319 -1.0345 -2.6177
C: 0.7267 -0.4231 -3.8817
H: 2.0939 -0.9100 3.0839
H: 1.8511 -2.4007 4.1417
H: 0.6514 -1.2953 4.0726
H: 1.6159 -4.3053 2.5173
H: 2.6471 -3.1476 1.8208
H: 0.0884 -3.9206 0.4919
H: 1.4023 -4.8007 0.1263
H: 1.2266 -3.0303 -1.5338
H: 2.0904 -1.0170 0.3232
H: 0.3380 -1.2474 -0.0139
H: 2.5976 -0.8592 -2.1215
H: 1.6207 0.4285 -1.4361
H: 0.6830 0.6660 -3.8929
H: -0.1261 -0.7409 -4.4816
H: 1.6361 -0.6756 -4.4271
C: 2.9505 6.9210 4.9898
O: 3.5401 5.6751 5.2835
C: 3.0418 4.6937 4.3322
C: 3.8362 3.3747 4.5685
N: 3.2836 2.4709 5.5905
C: 2.0045 1.8431 5.2611
C: 1.6893 0.6992 6.2365
O: 2.6352 -0.3292 6.1007
C: 2.4898 -1.3858 7.0660
H: 3.3499 7.4818 4.1448
H: 3.2875 7.5604 5.8057
H: 1.8646 6.8585 4.9183
H: 3.1332 5.0105 3.2933
H: 1.9638 4.5475 4.4004
H: 4.8886 3.6069 4.7319
H: 3.8195 2.8536 3.6113
H: 3.9967 1.7619 5.6851
H: 2.0319 1.4639 4.2396
H: 1.2927 2.6662 5.3236
H: 0.6929 0.2665 6.1463
H: 1.7547 1.1855 7.2099
H: 2.3381 -1.0203 8.0817
H: 3.3221 -2.0885 7.1058
H: 1.6009 -1.9684 6.8240
C: -7.8211 5.0545 -3.5527
O: -7.5265 3.9961 -4.5229
C: -7.7343 2.8022 -3.9429
C: -7.0479 1.7066 -4.7336
N: -5.6093 1.5360 -4.4226
C: -4.9331 0.8732 -5.4666
C: -3.3836 0.9738 -5.1264
O: -3.0528 2.3646 -4.8901
C: -1.8014 2.6048 -4.2691
H: -8.8619 5.3108 -3.3550
H: -7.4405 5.9661 -4.0133
H: -7.3090 4.7787 -2.6308
H: -8.7905 2.5525 -3.8411
H: -7.3222 2.7188 -2.9373
H: -7.1393 1.9462 -5.7930
H: -7.5396 0.7439 -4.5939
H: -5.1863 2.4522 -4.4644
H: -4.9208 1.4861 -6.3678
H: -5.3066 -0.1303 -5.6705
H: -2.7778 0.6025 -5.9529
H: -3.0238 0.3432 -4.3134
H: -0.9575 2.2094 -4.8343
H: -1.8202 2.2132 -3.2521
H: -1.5993 3.6661 -4.1245

Results of the Löwdin charge analysis, in e, for atoms 1 through 99: C -1.4194; Cl 0.4829; Cl 0.4818; Cl 0.5108; H -0.0233; C -1.5551; Cl 0.4800; Cl 0.3659; Cl 0.4528; H -0.0017; C -1.5585; Cl 0.4766; Cl 0.2816; Cl 0.4491; H -0.0221; C -1.4849; Cl 0.4929; Cl 0.5694; Cl 0.5359; H 0.0103; C -0.1143; O -0.1936; C -0.2189; C -0.1601; N -0.0513; C -0.1832; C -0.1914; O -0.2051; C -0.0858; H 0.0881; H 0.0875; H 0.0801; H 0.1140; H 0.0946; H 0.1002; H 0.1169; H 0.0897; H 0.0824; H 0.0825; H 0.1285; H 0.0913; H 0.0726; H 0.0672; H 0.0714; C -0.1033; O -0.2434; C -0.1794; C -0.1876; N -0.0631; C -0.2308; C -0.2384; O -0.1758; C -0.1283; H 0.0859; H 0.0539; H 0.0711; H 0.1163; H 0.1221; H 0.0921; H 0.1189; H 0.1062; H 0.0990; H 0.1290; H 0.1263; H 0.1263; H 0.0852; H 0.0831; H 0.0833; C -0.1101; O -0.2175; C -0.1881; C -0.2252; N -0.0467; C -0.1681; C -0.2383; O -0.1728; C -0.0697; H 0.0853; H 0.0762; H 0.0804; H 0.1170; H 0.1249; H 0.1160; H 0.1160; H 0.0681; H 0.1218; H 0.1154; H 0.0968; H 0.0834; H 0.0300; H 0.0828; H 0.0539; C -0.0766; O -0.2032; C -0.2013; C -0.1885; N -0.0547; C -0.2244; C -0.1923

***

| no. | electronic energy (Eh) |
| --- | --- |
| 1 | -4459.39260 |
| 2 | -9219.30835 |